Density functional theory data (ωB97M-V/def2-TZVPD) for a structure of composition C16H34F6N2O6Zn at a distorted geometry.

Computed properties:
Relative energy (zero: lowest compared OMol25 entry of this formula, charge and spin)   246.9 kcal/mol
Gap between HOMO and LUMO   3.7053 eV
Lowest unoccupied orbital energy   -4.1 eV

Geometry as ORCA input:
```
! RIJCOSX wB97M-V def2-TZVPD def2/J DEFGRID3
* xyz 0 1
Zn 0.17 -0.13 -0.31
C 1.90 3.70 -2.96
O 2.28 3.19 -4.24
O 1.30 2.62 -2.21
C 2.99 4.66 -2.35
F 4.13 3.97 -2.19
F 3.23 5.64 -3.22
F 2.71 5.18 -1.18
C 1.96 4.04 -5.39
C 2.35 3.31 -6.68
H 3.41 3.14 -6.82
H 1.87 2.34 -6.58
H 1.88 3.74 -7.56
H 2.62 4.91 -5.34
H 0.90 4.28 -5.45
H 1.03 4.34 -3.14
C -0.08 -4.70 -0.23
O -1.07 -4.61 0.83
O 0.32 -3.34 -0.50
C 0.98 -5.85 0.15
F 0.45 -7.05 -0.11
F 2.14 -5.82 -0.52
F 1.24 -5.85 1.47
C -2.11 -5.57 0.79
C -3.19 -5.13 1.87
H -2.90 -5.36 2.89
H -3.45 -4.07 1.83
H -4.11 -5.69 1.72
H -1.68 -6.54 1.03
H -2.58 -5.59 -0.19
H -0.68 -5.02 -1.08
C -3.92 1.20 -0.17
C -3.51 -0.29 -0.28
C -3.31 -0.75 -1.73
O -2.08 -0.21 -2.24
C -1.82 -0.45 -3.60
N -2.33 -0.47 0.55
H -4.11 1.68 0.80
H -4.66 1.46 -0.92
H -3.07 1.76 -0.56
H -4.37 -0.87 0.04
H -4.13 -0.32 -2.31
H -3.25 -1.83 -1.83
H -0.83 -0.12 -3.89
H -2.44 0.10 -4.30
H -1.78 -1.53 -3.75
H -2.51 -0.22 1.51
H -2.33 -1.46 0.78
C 0.66 2.57 3.48
C 1.90 1.68 3.36
C 2.62 1.47 4.70
O 1.84 0.81 5.70
C 2.45 0.69 6.93
N 1.61 0.45 2.70
H 0.88 3.62 3.67
H -0.05 2.25 4.25
H 0.12 2.56 2.53
H 2.63 2.23 2.76
H 3.04 2.42 5.04
H 3.46 0.79 4.52
H 3.53 0.56 6.90
H 1.91 -0.06 7.52
H 2.19 1.63 7.42
H 2.51 -0.01 2.66
H 1.14 -0.05 3.45
*
```